# 1
C10H26O2OsP2 as an isolated structure. Source: the Open Molecules 2025 dataset; level of theory: ωB97M-V/def2-TZVPD.

The geometry in ORCA input format:
```
! wB97M-V def2-TZVPD RIJCOSX def2/J DEFGRID3
* xyz 4 5
C -3.1974 1.0583 -1.2372
H -3.4788 -1.9161 -0.0180
H 3.1367 -0.9636 1.3963
C -2.5043 -1.6954 -0.4796
H -1.8089 0.0663 2.2966
H 4.2640 0.3960 1.1940
H 1.5914 -2.6274 -2.4142
H -1.2673 3.3887 -0.0449
H 1.3364 -2.8708 1.6661
H -3.1739 2.1288 -1.0262
H -3.5111 -0.0223 1.8343
P 0.2672 -2.1692 -0.4309
C 0.5339 -2.6756 -2.1489
H -0.3664 3.7179 1.4710
H 2.2240 3.0957 1.1989
H -1.6317 -3.6549 -0.2904
H 2.2180 3.8379 -0.4080
C -1.4531 -2.6335 0.0759
C 1.3792 -3.1359 0.6093
H 1.0596 -4.1847 0.5296
C 1.9853 2.9075 0.1380
O 0.6018 2.5733 0.0051
O 2.4511 0.5108 0.1559
H 2.8478 0.5919 2.2257
C 3.2058 0.1206 1.2984
H -2.6804 1.5217 1.7595
H 0.2358 -3.7267 -2.2451
H 2.4115 -3.1033 0.2562
H -2.9753 0.8995 -2.2954
P -2.1345 0.0880 -0.1400
H 0.0507 4.5863 0.0071
H -1.4883 -2.6766 1.1691
C 2.8086 1.7605 -0.4482
H 2.6145 1.6700 -1.5294
C -0.2894 3.6102 0.3784
H -4.2374 0.7332 -1.0716
C -2.5518 0.4507 1.5915
H 3.8775 1.9725 -0.3113
Os 0.3163 0.2915 -0.2813
H -0.0371 -2.1007 -2.8777
H -2.6316 -1.8191 -1.5597
*
```

Properties
Lowest unoccupied orbital energy (alpha / beta): -0.607 / -0.693 Eh

These are the Löwdin partial charges, in e, on atoms 1 to 4: atom 1 (C): -0.1644, atom 2 (H): 0.1396, atom 3 (H): 0.0995, atom 4 (C): -0.3370


# 2
C10H27BCoF4NO6 as an isolated structure. Source: the Open Molecules 2025 dataset; level of theory: ωB97M-V/def2-TZVPD.

The geometry in ORCA input format:
```
! wB97M-V def2-TZVPD RIJCOSX def2/J DEFGRID3
* xyz 2 5
C -1.3010 0.4351 2.8523
H 0.2961 1.3892 2.6776
Co 0.0280 -0.1550 0.1975
H -1.1692 3.4285 -1.7620
H 3.3105 -1.3408 2.1808
H -3.0157 -0.9054 2.4778
C -1.5532 2.4095 -1.7143
H 1.6863 -3.1197 2.5812
H -1.1410 -1.4782 -2.5845
H -4.0330 2.4310 0.2206
C 2.5138 -0.6877 1.8244
H -2.7948 -0.8580 0.1830
H -0.8793 -0.2872 3.5513
H -3.0886 0.6869 1.7063
H -1.0085 2.4399 0.0937
H 2.4363 -0.6368 -2.2827
O -2.0078 -0.5888 0.6623
F 1.6951 -2.9504 -0.8936
O 0.3865 -0.2214 -1.8920
H 2.5362 0.0000 2.6697
H 3.2701 1.5693 -1.4418
H 3.1078 -0.8787 -0.1774
H 1.7251 2.2680 -1.4946
C 2.2212 1.3219 -1.2781
O 1.1912 -1.3220 1.6283
H 2.2117 1.7008 0.6132
H 0.1623 -1.4263 -3.7451
F 0.2287 -4.2344 0.1068
H -1.3008 1.9106 -2.6499
H 1.8026 0.6911 -3.2440
H 0.8855 -1.9571 3.5115
O -0.9060 1.7952 -0.6102
N 1.9179 0.8883 0.0900
H -0.0171 -3.0355 2.3003
H -1.6264 1.3098 3.4154
C -2.9954 2.5143 -1.5148
F -0.1676 -3.5459 -2.0708
H -3.5098 3.1784 -2.2094
C -0.3582 -0.8372 -2.9900
C 1.7657 0.2222 -2.2607
O -3.3457 2.9681 -0.1803
H -3.4392 1.5223 -1.5997
O -0.2331 0.9008 2.0428
F -0.2561 -2.0650 -0.3710
B 0.3728 -3.1886 -0.8148
C 2.9753 -0.0346 0.4994
H 3.9422 0.4173 0.7207
C -2.4308 -0.1435 1.9626
H -0.9442 -0.0812 -3.5125
C 0.8533 -2.4190 2.5247
*
```

Properties
Lowest unoccupied orbital energy (alpha / beta): -0.221 / -0.476 Eh

These are the Löwdin partial charges, in e, on atoms 1 to 4: atom 1 (C): -0.1331, atom 2 (H): 0.1346, atom 3 (Co): 0.9488, atom 4 (H): 0.1444


# 3
A 6-piece molecular cluster, C10H27F6N5O7S2 overall. Source: the Open Molecules 2025 dataset; level of theory: ωB97M-V/def2-TZVPD.

The geometry in ORCA input format:
```
! wB97M-V def2-TZVPD RIJCOSX def2/J DEFGRID3
* xyz 0 1
O -1.6033 -1.2854 -0.8432
C 3.6159 0.4811 3.8009
H -4.6462 -3.8519 -2.6105
F 0.8442 -4.5884 2.8385
H -0.2262 5.0888 0.9056
H 1.8593 2.6949 -3.8081
S 2.3976 -2.5452 2.2828
C 1.1526 2.0586 -3.2531
C -1.1884 1.4557 -2.8745
F 2.7071 1.4764 3.9441
H -1.1356 2.7381 -5.3287
H -4.4396 -4.0586 -0.9717
H -1.2699 3.9518 -4.0430
H -0.8787 1.0205 -1.9243
C -2.4236 -2.2049 -0.8695
N 0.5988 0.0448 -0.1580
S 3.5865 -0.3056 1.9940
F -0.0815 -2.9981 1.5119
H 1.1310 -0.4178 0.5651
H -1.4572 0.5981 -3.4913
C -2.1419 -2.6652 -3.3066
H 0.0777 3.3424 2.5334
C -0.9307 4.2578 0.9405
N 1.9845 -1.0940 2.0959
N 0.1402 0.0111 3.5536
H 0.7115 2.8543 0.9815
F 4.8608 0.9974 3.9229
C -3.8489 -3.8663 -1.8674
C 0.5668 -3.2506 2.5795
H -2.7442 -2.7399 -4.2120
O 3.1480 -2.9472 3.4824
H -3.2573 -4.7645 -2.0441
F 0.1310 -2.7759 3.7710
H -1.6865 4.6875 1.5979
O 2.8537 -3.0107 1.0033
H -1.2824 4.1319 -0.0835
C -0.5827 3.2871 -4.5664
H 0.2527 3.8375 -4.9992
O 3.6020 0.8643 1.1406
H -0.0932 -0.5638 -0.5713
O 1.5334 1.5165 -2.1891
H 0.8468 -0.3753 2.9440
H 0.4962 0.8011 4.0726
H -0.0211 -0.7460 4.2023
C -0.2121 3.0702 1.5185
H -1.3975 -3.4519 -3.4298
H -1.6002 -1.7207 -3.2561
H -2.8451 -2.7179 0.0088
H -2.0752 2.0322 -2.6112
H 1.1455 0.5591 -0.8337
O -0.9379 1.8930 1.5162
O 4.8895 -0.9466 2.0079
N -0.1335 2.2845 -3.6224
F 3.4890 -0.4336 4.7265
N -2.9007 -2.8080 -1.9918
H 0.0179 0.7053 0.3384
H -0.5987 0.3921 2.9800
*
```

Properties
Lowest unoccupied orbital energy: 0.005 Eh

These are the Löwdin partial charges, in e, on atoms 1 to 4: atom 1 (O): -0.0204, atom 2 (C): -0.6227, atom 3 (H): 0.0897, atom 4 (F): 0.0860


# 4
C10H27I2OP2SiYb as an isolated structure. Source: the Open Molecules 2025 dataset; level of theory: ωB97M-V/def2-TZVPD.

The geometry in ORCA input format:
```
! wB97M-V def2-TZVPD RIJCOSX def2/J DEFGRID3
* xyz 2 2
H 2.5679 -1.0826 -2.8455
H 2.6333 0.6862 -3.1188
I -0.0014 1.7494 -4.1159
C -2.8536 1.6321 -0.0137
H 3.9411 -1.4055 0.3266
H 2.3662 0.1690 2.4751
H -0.9584 -2.1307 1.3410
H -2.3755 0.1768 2.4704
Yb 0.0064 2.1169 -0.5031
H -2.5581 -1.0663 -2.8566
C -2.8549 -1.4018 0.0915
C 1.4392 0.6386 2.8201
H -3.9785 -0.1188 -2.2808
H -3.9510 1.5846 0.0757
H 2.5315 1.8186 1.0411
Si -0.0058 0.1437 1.7713
P -2.1669 0.0829 -0.7445
H 0.9454 -2.1390 1.3535
H -2.5209 1.8321 1.0294
I 0.0032 -0.7825 -5.1637
C 0.0014 -0.2124 -1.3478
H -2.6294 -2.2869 -0.5479
H -2.6081 0.6990 -3.1280
P 2.1724 0.0717 -0.7384
C -1.4467 0.6375 2.8168
H -0.0135 -2.0760 2.9456
C 2.8661 1.6198 -0.0032
H 2.3729 -1.6519 1.0778
H 1.5014 1.7389 2.8097
C 2.8439 -1.4198 0.1023
C -2.8902 -0.1026 -2.4220
O 0.0000 -1.2008 -2.0933
C 2.9062 -0.1192 -2.4122
H 2.6136 -2.3003 -0.5433
H 3.9937 -0.1433 -2.2604
H -1.5061 1.7359 2.8147
H -2.6057 2.5166 -0.6477
H 1.3068 0.3704 3.8757
C -0.0079 -1.7980 1.8488
H -3.9524 -1.3816 0.3102
H 2.6234 2.5064 -0.6383
H -2.3948 -1.6397 1.0699
H 3.9639 1.5658 0.0879
H -1.3201 0.3671 3.8701
*
```

Properties
Lowest unoccupied orbital energy (alpha / beta): -0.300 / -0.301 Eh

These are the Löwdin partial charges, in e, on atoms 1 to 4: atom 1 (H): 0.0534, atom 2 (H): -0.0031, atom 3 (I): 0.2885, atom 4 (C): -0.2686


# 5
C10H27IMgN2O3 as an isolated structure. Source: the Open Molecules 2025 dataset; level of theory: ωB97M-V/def2-TZVPD.

The geometry in ORCA input format:
```
! wB97M-V def2-TZVPD RIJCOSX def2/J DEFGRID3
* xyz 0 1
H -1.8778 -3.0262 -2.0112
H 2.0949 -1.5150 -0.5260
H 2.2422 3.1884 3.1071
C 2.3018 1.1421 1.0569
H -0.6768 1.2762 2.7599
O 1.7536 0.8783 -0.2203
H -3.4140 -2.9684 -1.1802
H -2.9122 -0.8899 -2.6466
C -2.3606 0.8195 -1.4014
H 1.5287 -3.1548 1.4578
H 2.1848 0.6006 -2.1511
H 1.0553 -2.5629 -1.5267
C 1.6210 -2.4985 -0.5932
H -1.1980 -0.7003 -2.4630
C -2.3114 1.8719 -2.5016
H -3.3186 0.7745 -0.8796
C -2.1513 -0.5815 -1.9175
H 1.0938 2.2687 4.1133
H 0.2931 0.0086 2.8812
H 2.4168 -3.2470 -0.6992
O -2.1822 -1.4043 -0.7745
H 0.8290 2.5072 1.4683
H -1.8926 -3.3860 -0.2548
I -3.2372 -0.5317 2.5372
H -2.9392 1.6288 -3.3620
C 0.8376 -2.8629 0.6521
H 2.8027 0.2311 1.3985
C 1.2084 1.6307 2.0155
H 0.3154 -3.8112 0.4133
O -0.0771 -1.9357 1.0969
H 2.9330 2.0332 -1.4949
H 3.6372 0.4596 -1.0817
H -1.3221 2.0707 -2.9250
N 0.0463 0.7723 2.2453
Mg -1.1097 -0.3476 0.9191
H -1.6710 2.0707 -0.0706
H -2.6205 2.8414 -2.0988
H 2.6084 1.5366 3.6703
H 3.0366 1.9513 1.0308
C 1.8209 2.2047 3.3066
C -2.3417 -2.7993 -1.0452
N -1.3457 1.1425 -0.3424
H -0.4021 1.3297 -0.6937
C 2.7006 0.9841 -1.2688
*
```

Properties
Lowest unoccupied orbital energy: 0.006 Eh

These are the Löwdin partial charges, in e, on atoms 1 to 4: atom 1 (H): 0.0943, atom 2 (H): 0.0406, atom 3 (H): 0.0793, atom 4 (C): -0.1858


# 6
C10H28BrFeN2O4 as an isolated structure. Source: the Open Molecules 2025 dataset; level of theory: ωB97M-V/def2-TZVPD.

The geometry in ORCA input format:
```
! wB97M-V def2-TZVPD RIJCOSX def2/J DEFGRID3
* xyz 1 5
O 30.5411 -3.3760 1.3361
H 31.0210 -4.7503 2.7840
H 29.9255 -4.0981 -0.4594
O 28.7543 -12.8000 1.4632
H 28.6422 -2.5834 -2.0772
H 31.4784 -3.3983 -0.5201
H 31.4855 -5.7172 6.6314
H 31.3375 -8.1570 4.8579
C 29.3981 -1.8276 -1.8687
H 29.6786 -6.9491 3.9351
H 29.9543 -12.2851 3.1078
N 29.6421 -10.3211 0.3598
H 28.8622 -14.3856 2.7324
C 29.8730 -1.8862 -0.4081
H 28.9787 -9.7039 0.8199
H 27.5152 -14.3918 1.5120
H 27.3949 -13.4084 2.9634
C 31.7344 -6.7443 6.3560
H 31.2720 -7.4800 8.1176
Fe 26.0107 -6.3494 0.7335
H 30.2500 -1.9479 -2.5385
C 30.7911 -4.6987 1.7205
H 28.9625 -0.8420 -2.0233
H 32.0933 -6.6838 4.1884
C 30.4897 -3.2242 -0.0778
H 28.9834 -1.7361 0.2048
C 29.3762 -11.8522 2.2745
H 31.4752 -10.1740 3.2148
H 29.8985 -5.3135 1.5616
O 30.0890 -6.4846 4.6754
N 30.8114 -0.8019 -0.1596
H 31.5968 -0.7694 -0.7968
H 29.0784 -11.0139 -0.1270
H 28.6198 -11.2168 2.7610
C 30.9669 -9.8735 2.3016
H 31.6604 -5.1074 1.1962
H 31.2034 -0.8852 0.7717
Br 27.8141 -7.4282 2.0155
H 31.6631 -9.3290 1.6635
O 30.9870 -7.5967 7.2090
C 31.3873 -7.0689 4.9249
H 30.1838 -9.1414 2.5458
C 30.3555 -10.9951 1.4702
H 32.8147 -6.8676 6.4951
H 31.1071 -11.6384 1.0109
C 28.0935 -13.8045 2.2188
*
```

Properties
Lowest unoccupied orbital energy (alpha / beta): -0.293 / -0.298 Eh

These are the Löwdin partial charges, in e, on atoms 1 to 4: atom 1 (O): -0.1837, atom 2 (H): 0.0807, atom 3 (H): 0.1132, atom 4 (O): -0.1874


# 7
C10H28ClI2OP2W as an isolated structure. Source: the Open Molecules 2025 dataset; level of theory: ωB97M-V/def2-TZVPD.

The geometry in ORCA input format:
```
! wB97M-V def2-TZVPD RIJCOSX def2/J DEFGRID3
* xyz 3 3
C 1.0805 2.5011 -0.0167
C -2.7210 -1.0757 -2.0436
H 2.5110 -1.1379 -1.8848
H 0.5267 -2.6471 2.2690
H 0.0446 2.2346 -0.4281
H 0.7945 3.4279 0.5160
H 2.4364 0.0296 -0.5798
W 0.1294 0.2647 -0.4888
C -1.7909 1.4797 -3.3438
H 3.1081 2.4506 -0.7496
P -1.7851 0.4663 -1.8069
O 1.7824 2.1000 -2.4011
H -2.5173 2.4100 -0.5442
H -3.6273 -0.8183 -2.6011
P 1.7451 -0.6494 1.6931
C 2.0809 -0.1786 -1.5879
H -3.1554 0.8944 0.1774
C 1.5644 -2.4161 2.0203
C -2.9354 1.4222 -0.7503
H -2.9714 -1.5152 -1.0696
H 1.4089 1.2613 3.1311
C 2.1031 2.7776 -1.1289
H 1.5319 1.7983 0.7343
H -3.8657 1.5466 -1.3146
H 4.0326 -0.8074 2.5358
Cl -1.2898 -0.7482 1.1478
H 1.8402 -2.9893 1.1300
H 0.2784 -0.0277 3.5049
H 2.1353 3.8189 -1.4470
H 0.9003 -0.3914 -2.0703
H -1.2479 0.9682 -4.1720
H 2.5086 0.5523 -3.5621
H 1.9668 -0.1470 4.0339
H -2.1337 -1.7979 -2.6322
H 2.2165 -2.7170 2.8458
C 3.5737 -0.3974 1.6239
C 1.3090 0.1805 3.2296
C 2.5989 0.9057 -2.5288
H -1.2731 2.4553 -3.1179
H 3.9958 -0.9130 0.7484
H -2.8472 1.6744 -3.6054
I -0.0005 -1.1893 -3.8357
H 3.8128 0.6764 1.5631
H 3.6644 1.0852 -2.3178
I -0.9515 4.4536 -1.8178
*
```

Properties
Lowest unoccupied orbital energy (alpha / beta): -0.530 / -0.504 Eh

These are the Löwdin partial charges, in e, on atoms 1 to 4: atom 1 (C): -0.2103, atom 2 (C): -0.2786, atom 3 (H): 0.1214, atom 4 (H): 0.0413


# 8
C10H28FeN2O8P as an isolated structure. Source: the Open Molecules 2025 dataset; level of theory: ωB97M-V/def2-TZVPD.

The geometry in ORCA input format:
```
! wB97M-V def2-TZVPD RIJCOSX def2/J DEFGRID3
* xyz -1 5
C -2.3235 3.9902 -1.2769
H -3.2850 4.5033 -1.2963
H -2.5324 3.3696 0.8839
C 0.8760 -3.5411 -0.0941
C 2.2804 1.9642 1.2557
H 0.5422 -4.4849 -0.5254
O 1.9996 1.0883 -2.3760
O -2.3575 2.6700 -1.7858
H -0.9221 -3.5779 2.7456
C 0.9531 -2.5071 -1.2137
C 1.6673 -3.1824 -2.3813
H 2.6578 2.5306 0.4043
N 1.7222 -1.3337 -0.8175
H 2.3921 -1.5873 -0.1056
H -0.2071 3.1484 -0.1805
H -1.0597 -4.8310 1.5168
P 0.6631 1.7033 -2.8854
Fe 0.5437 0.4276 -0.9594
H -1.9122 -0.5027 -0.0522
H 2.3406 -1.2457 -1.6112
H -0.7810 -1.3660 0.6305
O 0.3588 2.4611 -4.1571
H -1.4503 -1.5187 2.7090
H -0.0161 -2.1850 -1.5948
H -2.7854 -0.7085 2.1064
O -0.5495 3.6781 0.5433
H 0.9021 -0.3968 2.1394
C -0.4332 -4.0138 1.8743
O 1.2956 1.1007 0.8218
H 0.3948 -4.5090 2.3816
C -0.9620 0.3818 1.4776
O 0.3035 2.3546 -1.5544
H -1.4361 2.4581 -1.9521
N -0.9680 -0.4304 0.2991
C 0.4825 0.5785 1.8929
H 1.8580 -3.7297 0.3396
C -1.8951 3.9564 0.2224
H -1.8782 0.1025 3.3506
H -1.4274 1.3593 1.3511
H 3.0564 1.3915 1.7636
O -0.0657 -3.0611 0.8736
H -1.6681 4.7199 -1.7523
H 1.8505 -2.5818 -3.2722
H 0.5048 1.2566 2.7460
H 1.8760 2.7757 1.8608
H -1.9354 4.9219 0.7267
H 2.5430 -3.7510 -2.0681
C -1.7719 -0.5088 2.4545
O -0.3400 0.5259 -2.7133
H 0.8986 -3.8638 -2.7458
*
```

Properties
Lowest unoccupied orbital energy (alpha / beta): 0.076 / 0.075 Eh

These are the Löwdin partial charges, in e, on atoms 1 to 4: atom 1 (C): -0.2344, atom 2 (H): 0.0988, atom 3 (H): 0.0886, atom 4 (C): -0.1722